<A>
Molecular formula: C2H4BFO
Method: DFT, ωB97M-V/def2-TZVPD

Output
HOMO-LUMO gap in Eh: 0.393
Molar mass in g mol⁻¹: 73.863
Net charge: 0
HOMO in eV: -10.05

CARTESIAN COORDINATES (ANGSTROEM)
1 B 0.9898 -0.8071 -0.0412
2 C -1.5472 0.3179 -0.0710
3 C -0.4475 0.9449 0.2468
4 O -2.3773 -0.3982 -0.4260
5 F 1.9454 0.0307 -0.1492
6 H 0.6099 -1.2792 -1.0840
7 H 0.8387 -1.2395 0.9952
8 H -0.0897 1.1814 1.1642
9 H 0.0779 1.2491 -0.6348

Charges computed using Mulliken, reported in e:
1 B 0.25
2 C 0.85
3 C -1.06
4 O -0.32
5 F -0.21
6 H -0.08
7 H -0.08
8 H 0.40
9 H 0.26

<B>
Molecular formula: C2H4BFO
Method: DFT, ωB97M-V/def2-TZVPD

Output
HOMO-LUMO gap in Eh: 0.327
Molar mass in g mol⁻¹: 73.863
Net charge: 0
HOMO in eV: -10.94

CARTESIAN COORDINATES (ANGSTROEM)
1 B 0.9896 -0.5880 -0.0349
2 C -1.3456 0.6661 -0.8166
3 C -0.6232 -0.3057 0.1117
4 O -2.5630 0.7510 -0.7397
5 F 0.3997 -1.3459 -1.0379
6 H 1.6053 -1.3145 0.5755
7 H 1.4776 0.3807 -0.3712
8 H -0.6829 1.3430 -1.4298
9 H -1.1465 -1.1156 0.4387

Charges computed using Mulliken, reported in e:
1 B 0.32
2 C 0.09
3 C -0.03
4 O -0.41
5 F -0.26
6 H -0.12
7 H -0.16
8 H 0.30
9 H 0.26

The structure with the most favorable energy is <A>; the runner-up is 2.505 eV above it.